(1)
Entry from the OMol25 dataset: a cluster of 9 separate species, C25H55N5O18S3 in total (the ωB97M-V functional and the def2-TZVPD basis).

Orbital gap = 8.686 eV
Energy above the lowest of the compared OMol25 structures with the same formula, charge and spin = 56.7 kJ/mol
Total energy = -103627.4428 eV
Strongest force on any atom = 0.0425 Eh/bohr
Net charge = 0
Structure (SMILES) = O=S1(=O)OCCO1.O=S1(=O)OCCO1.O=S1(=O)OCCO1.CNC(C)=O.CNC(C)=O.CNC(C)=O.CNC(C)=O.CNC(C)=O.C1CCOC1

```
106
C25H55N5O18S3 (the ωB97M-V functional and the def2-TZVPD basis)
C 2.982 0.828 4.778
C 1.991 -0.003 5.563
O 2.080 -0.122 6.780
N 0.963 -0.504 4.842
C 0.047 -1.511 5.276
H 3.760 1.241 5.410
H 2.406 1.588 4.247
H 3.486 0.190 4.046
H 1.007 -0.324 3.837
H -0.096 -1.477 6.354
H 0.332 -2.521 4.960
H -0.945 -1.366 4.838
C 2.567 -2.434 0.952
C 3.114 -2.520 2.357
O 4.122 -1.895 2.638
N 2.427 -3.319 3.188
C 2.927 -3.571 4.524
H 1.486 -2.268 0.903
H 2.754 -3.414 0.504
H 3.006 -1.606 0.404
H 1.551 -3.733 2.936
H 2.176 -4.060 5.142
H 3.139 -2.638 5.054
H 3.866 -4.124 4.521
C 0.498 -2.787 -2.524
C 1.275 -1.514 -2.774
O 0.732 -0.523 -3.257
N 2.557 -1.504 -2.368
C 3.446 -0.367 -2.562
H 0.014 -2.820 -1.554
H 1.171 -3.639 -2.656
H -0.222 -2.882 -3.334
H 2.910 -2.353 -1.966
H 3.968 -0.497 -3.513
H 4.185 -0.375 -1.762
H 2.868 0.552 -2.587
C 0.179 2.344 -4.692
C -0.494 1.571 -5.814
O -0.855 2.164 -6.821
N -0.758 0.264 -5.596
C -1.248 -0.626 -6.620
H 1.214 2.622 -4.877
H 0.098 1.839 -3.729
H -0.354 3.290 -4.580
H -0.517 -0.155 -4.704
H -2.334 -0.639 -6.707
H -0.857 -1.630 -6.448
H -0.817 -0.343 -7.583
C 0.952 0.746 -0.213
C 0.257 0.095 0.935
O 0.667 0.229 2.090
N -0.834 -0.622 0.617
C -1.533 -1.506 1.530
H 1.773 0.120 -0.568
H 1.449 1.666 0.097
H 0.313 0.991 -1.062
H -1.199 -0.585 -0.322
H -2.585 -1.245 1.421
H -1.296 -1.345 2.576
H -1.360 -2.545 1.245
C -0.874 4.297 1.314
C -1.690 3.591 0.253
O -1.213 4.158 -0.975
S 0.354 4.614 -0.846
O 0.450 6.028 -1.063
O 1.233 3.741 -1.563
O 0.426 4.301 0.735
H -0.744 3.765 2.254
H -1.205 5.331 1.447
H -2.731 3.906 0.305
H -1.542 2.512 0.270
C -6.361 2.082 0.432
C -5.453 2.419 1.624
O -4.375 1.517 1.383
S -4.895 0.105 0.853
O -5.075 -0.816 1.948
O -4.083 -0.350 -0.245
O -6.337 0.654 0.358
H -5.920 2.524 -0.460
H -7.373 2.436 0.610
H -5.890 2.241 2.605
H -5.061 3.427 1.517
C -5.008 -4.445 -3.521
C -5.843 -3.495 -2.648
O -4.974 -2.773 -1.798
S -3.480 -3.387 -1.890
O -3.348 -4.544 -1.054
O -2.411 -2.450 -1.932
O -3.691 -3.902 -3.427
H -5.329 -4.424 -4.557
H -4.953 -5.459 -3.124
H -6.551 -4.061 -2.033
H -6.526 -2.868 -3.222
C 4.655 2.549 2.072
C 4.091 3.406 0.918
C 4.290 2.538 -0.342
O 4.757 1.276 0.144
C 4.317 1.170 1.495
H 4.117 2.793 2.986
H 5.731 2.601 2.222
H 4.469 4.424 0.827
H 3.029 3.498 1.164
H 5.061 3.000 -0.959
H 3.369 2.409 -0.914
H 4.904 0.375 1.955
H 3.268 0.854 1.510
```

---

(2)
Entry from the OMol25 dataset: a structure of composition C25H55NO3S2Si2 (the ωB97M-V functional and the def2-TZVPD basis).

Orbital gap = 7.419 eV
Total energy = -71863.6945 eV
Strongest force on any atom = 0.0676 Eh/bohr
Net charge = 0

```
88
C25H55NO3S2Si2 (the ωB97M-V functional and the def2-TZVPD basis)
C -7.032 -3.327 -0.562
C -6.144 -4.242 -1.602
C -6.665 -3.921 -3.143
C -5.486 -4.265 -4.254
C -4.331 -3.088 -4.184
C -2.857 -3.788 -4.396
C -2.021 -3.800 -2.947
C -0.752 -2.803 -3.147
N -0.040 -2.311 -1.945
C -0.666 -2.550 -0.622
C -0.467 -4.030 0.050
C -1.664 -4.312 1.183
C -1.201 -5.392 2.335
C -1.192 -4.746 3.876
C -1.756 -5.913 4.920
C -1.037 -5.885 6.393
C -1.443 -4.574 7.317
C 1.452 -2.344 -1.997
S 2.493 -3.662 -1.748
S 2.307 -0.697 -2.459
C 3.407 -0.106 -1.064
C 3.350 1.565 -1.099
C 4.814 2.253 -0.781
Si 4.477 4.130 -0.415
O 5.861 4.945 0.339
Si 5.148 6.282 1.265
C 6.035 7.976 0.837
O 5.881 8.198 -0.620
C 5.521 9.597 -0.918
C 3.979 9.751 -1.465
O 3.091 10.465 -0.505
C 2.327 9.458 0.299
C 1.903 10.103 1.755
H -6.579 -3.302 0.519
H -8.137 -3.714 -0.510
H -7.080 -2.198 -0.948
H -6.310 -5.390 -1.367
H -4.980 -4.024 -1.541
H -7.607 -4.592 -3.340
H -6.918 -2.771 -3.209
H -4.979 -5.269 -3.906
H -5.875 -4.296 -5.364
H -4.586 -2.296 -5.037
H -4.459 -2.515 -3.169
H -2.922 -4.874 -4.871
H -2.283 -3.109 -5.188
H -2.805 -3.489 -2.138
H -1.629 -4.920 -2.826
H -1.125 -1.859 -3.774
H 0.031 -3.349 -3.862
H -0.180 -1.777 0.149
H -1.821 -2.246 -0.642
H 0.565 -4.119 0.597
H -0.567 -4.844 -0.810
H -1.856 -3.263 1.698
H -2.692 -4.603 0.656
H -0.150 -5.891 2.085
H -1.997 -6.272 2.350
H -1.899 -3.811 3.916
H -0.082 -4.476 4.172
H -2.939 -5.878 5.031
H -1.505 -6.961 4.436
H 0.139 -5.953 6.357
H -1.431 -6.838 6.980
H -1.551 -3.579 6.696
H -0.592 -4.386 8.128
H -2.420 -4.828 7.948
H 4.501 -0.513 -1.222
H 2.910 -0.455 -0.053
H 2.575 1.923 -0.286
H 2.952 1.969 -2.137
H 5.306 1.675 0.119
H 5.500 2.078 -1.740
H 3.343 4.269 0.500
H 4.066 4.778 -1.682
H 5.113 6.017 2.707
H 3.740 6.403 0.843
H 5.506 8.795 1.486
H 7.166 7.935 1.156
H 5.749 10.347 -0.044
H 6.227 9.931 -1.820
H 3.540 8.694 -1.784
H 3.997 10.407 -2.451
H 3.024 8.523 0.403
H 1.386 9.158 -0.330
H 2.379 9.540 2.680
H 2.220 11.231 1.837
H 0.727 10.016 1.908
```

---

- Which formula does entry 1 have?
  C25H55N5O18S3